Molecular formula: C3H10N2
Method: DFT, ωB97M-V/def2-TZVPD

Geometry (Å):
1 C -2.65 -1.25 1.91
2 N -1.68 -2.04 1.55
3 H -2.40 -0.23 2.26
4 H -3.74 -1.57 1.89
5 H -1.85 -2.95 1.34
6 C 0.84 0.12 0.00
7 C 1.13 1.43 -0.95
8 N 1.69 1.07 -2.25
9 H 1.55 -0.66 0.00
10 H 0.66 0.48 0.92
11 H -0.16 -0.23 -0.34
12 H 0.22 1.93 -1.12
13 H 1.77 2.06 -0.35
14 H 2.51 1.71 -2.48
15 H 2.11 0.14 -2.38

- expectation value of S² = 0.752
- HOMO (spin up / spin down) (eV) = 1.38 / -4.08
- E_tot (a.u.) = -229.68180
- spin multiplicity = 2
- HOMO-LUMO gap (spin up / spin down) (eV) = 2.53 / 7.88
- total charge = -1
- largest force on an atom (Eh/bohr) = 0.1134
- ΔE to the lowest compared entry with this formula, charge and spin (kcal per mole) = 47.1